Entry 1:
The following is a quantum chemistry calculation of a structure of composition C23H34Cl3F7N2NbO4P2 in a non-equilibrium geometry, from OMol25.

Geometry (Å):
H 5.46 0.23 -1.75
H -7.52 2.44 2.49
H 0.99 5.50 -1.52
P -1.71 2.92 0.36
N -5.85 1.15 -0.48
C -1.65 -0.62 0.28
C -6.42 1.00 0.86
C -2.65 -0.58 -1.03
H -1.16 -1.66 0.24
H -0.49 3.16 -3.53
F 1.71 -0.04 2.41
H 3.19 -7.92 0.33
C 2.83 -7.05 -0.20
H -2.35 -1.39 -1.78
F 0.17 1.14 4.59
C -4.17 -0.83 -0.51
H -6.44 0.03 1.47
H -6.07 -0.61 -1.65
H -4.31 -0.70 0.61
H 2.11 -8.18 -1.89
C 3.94 -0.11 -0.08
H 1.27 3.49 0.32
C 5.32 0.47 -0.64
F 1.26 2.18 2.55
C 1.52 2.64 -0.43
Nb -0.02 0.99 0.06
H -2.25 -0.52 1.24
C 5.46 2.06 -0.33
H -3.24 1.44 1.21
C -0.86 -0.87 3.69
C -6.80 3.35 0.34
H 6.21 2.85 1.49
Cl -1.10 4.25 1.94
O -0.36 3.50 -2.62
C -5.22 0.10 -1.33
O -3.25 2.37 0.89
H 2.72 0.65 -1.92
H 6.16 -0.03 -0.01
C -0.45 0.63 3.36
C 0.61 0.91 2.22
H 3.12 -1.14 -1.87
C 2.51 -4.65 -0.31
H -7.11 4.45 0.41
H 1.56 -1.49 0.29
H -5.83 3.09 -1.77
H -4.71 0.50 -2.27
H 4.59 3.08 1.23
F -0.42 -1.21 5.02
H 4.67 2.67 -0.91
F -1.67 1.39 3.29
Cl 1.33 -3.46 -2.49
C 1.77 -6.07 -2.13
H 1.31 -6.19 -3.10
H 0.82 -1.28 -1.37
N 5.36 2.40 1.13
O 2.19 2.84 -3.24
C -6.10 2.57 -0.79
C 2.97 -5.79 0.36
F -0.37 -1.89 2.86
H 4.08 -1.18 0.33
H 3.55 0.61 0.71
H -2.61 0.48 -1.46
Cl 2.72 -3.12 0.48
O 1.77 5.08 -1.97
C 1.91 -4.80 -1.57
H 3.44 -5.69 1.34
C 2.23 -7.19 -1.45
H 2.60 2.34 -0.21
H 6.52 2.39 -0.67
H -0.50 1.05 -1.72
C 1.39 -0.70 -0.54
C -7.02 2.28 1.48
F -2.29 -0.95 3.78
C 2.78 -0.24 -1.21
P 1.28 3.42 -2.15
H -4.40 -1.95 -0.73

Values from the calculation:
HOMO-LUMO gap, eV: 5.69
HOMO level, eV: -4.73
Multiplicity: 1
Charge: -1

Entry 2:
The following is a quantum chemistry calculation of a cluster of 3 separate species, C23H34N4O7P in total, from OMol25.

Geometry (Å):
H -2.33 -2.67 2.38
H 1.38 -0.05 -2.19
C 4.79 -3.40 3.75
H -0.24 5.23 -5.54
C -0.19 4.84 -6.56
O 1.00 2.80 -5.97
H -1.11 -0.79 1.61
H -2.37 -1.14 -3.97
C 1.35 -2.09 4.55
H 6.39 -1.40 2.83
H -1.44 3.21 -4.80
C -0.54 -0.06 4.77
C 1.34 -1.26 5.66
H -0.24 2.96 -7.60
C 5.38 -1.32 0.94
H -4.44 0.86 0.95
H 7.39 -3.44 1.99
H 2.08 -2.88 4.47
H -3.51 2.39 -2.40
H 5.85 -3.97 1.26
H 0.12 -1.09 -4.06
H 2.08 -1.39 6.44
H 4.79 -0.43 1.15
C -0.20 3.34 -6.57
H 0.09 0.90 -0.25
O 4.55 -2.29 3.00
C -1.62 -0.77 2.60
P -2.74 2.72 -0.38
H -4.60 -2.28 2.24
H -1.43 3.08 -0.05
C -1.80 -0.71 -3.15
C -3.91 -1.45 2.08
C -0.41 -0.68 -3.21
N -2.66 -1.78 2.73
H -4.53 0.43 -0.76
C 0.40 -0.25 5.77
C -0.56 -0.90 3.66
C 0.30 -0.10 -2.17
C -0.41 0.44 -1.09
H -2.92 -1.62 0.16
C -1.79 0.34 -1.16
N -3.28 3.14 -1.75
C -3.95 0.29 0.15
H 4.80 -1.97 0.29
H 6.29 -1.01 0.41
H 0.72 5.22 -7.02
N -2.60 0.93 -0.06
O 4.12 -3.77 4.65
C 6.31 -3.41 2.08
H -2.06 0.80 0.80
O 1.51 0.82 -5.03
O -0.63 1.41 -5.40
H -3.48 3.08 0.76
C 0.40 -1.90 3.56
O -1.49 0.94 4.93
N -2.49 -0.21 -2.13
C -1.26 2.67 -5.73
H -2.12 0.21 2.70
C 0.71 1.61 -5.44
O 5.91 -4.02 3.32
C -3.83 -1.18 0.55
H -1.04 5.22 -7.12
H -4.65 -1.71 0.05
H -1.19 1.73 4.47
H -2.20 2.49 -6.24
H -4.35 -0.58 2.59
C 5.74 -2.02 2.22
H 0.38 -2.54 2.68
H 0.41 0.40 6.64

Values from the calculation:
HOMO-LUMO gap, eV: 8.28
HOMO level, eV: -11.10
Multiplicity: 1
Charge: +1

Entry 3:
The following is a quantum chemistry calculation of the molecule C23H34N6O3 in a non-equilibrium geometry, from OMol25.

Geometry (Å):
O -0.92 -0.82 -2.20
C 0.86 -2.57 0.83
H 6.52 2.01 1.59
H 0.12 -4.35 -0.19
N 0.75 3.15 -1.19
C -1.21 -1.27 1.00
C 1.06 -3.94 0.17
H -3.11 1.69 2.66
C -3.16 -1.57 -0.57
O 4.33 0.54 -0.32
C 2.15 -1.77 0.52
C -1.93 1.90 -0.06
H -1.08 2.30 -2.70
N -0.30 -1.91 0.26
H -3.68 2.89 -0.92
C 6.35 -0.68 0.27
H -1.38 2.60 -0.68
C -0.41 1.47 -2.49
C 2.48 2.04 -0.68
H 6.54 -0.95 -0.77
H 1.48 -4.64 0.90
H 0.67 -2.65 1.90
C -2.32 -0.54 0.20
H -0.99 1.11 1.77
H 5.84 -1.52 0.74
C -4.48 -1.01 -1.10
C -5.55 -0.90 -0.02
C 4.54 2.51 0.71
H 1.90 -0.90 -0.09
H 2.63 -1.42 1.43
N 1.74 1.22 -1.43
H -3.02 4.25 0.99
C 3.74 1.74 -0.10
C 5.50 0.54 0.34
H 3.71 -3.27 0.39
H -3.37 -2.39 0.11
C 2.07 -3.68 -0.94
H -0.03 1.04 -3.42
N 0.69 1.95 -1.72
H -0.59 2.78 1.39
H 1.58 -3.19 -1.79
H -2.25 3.18 3.05
H 4.33 3.51 1.04
C -2.57 2.54 2.23
C -1.39 2.04 1.39
H 7.29 -0.50 0.78
C 3.05 -2.71 -0.28
H -0.34 -1.85 -0.75
N -1.77 0.56 -0.61
N 1.85 3.23 -0.54
C 5.68 1.73 0.99
H -4.47 3.42 1.58
O -1.22 -1.25 2.22
H 3.66 -2.17 -1.00
H -4.07 1.53 0.12
C -3.45 3.27 1.22
H -2.58 -1.96 -1.41
C -3.40 2.37 -0.01
H -5.22 -0.29 0.81
H -6.46 -0.45 -0.43
H -5.80 -1.88 0.36
H -2.95 -0.08 0.96
C -1.08 0.30 -1.74
H -4.85 -1.67 -1.89
H -4.30 -0.03 -1.56
H 2.55 -4.59 -1.30

Values from the calculation:
SMILES string: CCC[C@@H](C(=O)NC1CCCC1)N(C(=O)Cn1nnc(-c2ccc(C)o2)n1)C1CCCC1
HOMO-LUMO gap, eV: 9.01
HOMO level, eV: -8.31
Multiplicity: 1
Energy relative to the best compared isomer or geometry (same formula, charge and spin), kcal/mol: 0.8

Entry 4:
The following is a quantum chemistry calculation of a structure of composition C23H35Br2NYb, from OMol25.

Geometry (Å):
C 0.09 2.94 0.21
H -5.13 1.35 -0.60
H -4.12 1.65 0.82
H -0.07 1.62 3.38
C 6.21 1.18 -1.20
H -2.57 3.07 -0.80
H -0.67 -4.99 0.72
H 4.12 -2.29 -3.60
Yb 0.34 -0.08 -0.98
C -1.86 2.98 1.85
H -1.92 2.28 -2.24
C 2.93 -1.30 -2.11
H 0.57 3.18 2.84
H -1.67 -3.91 -0.24
H -2.51 -0.19 -2.77
H 3.71 1.13 -0.11
N 2.80 -0.39 -1.17
H 0.93 -2.42 2.88
C 0.81 -3.07 2.02
C -1.64 -3.18 2.44
H 6.09 -0.85 -3.07
C -0.57 -2.94 1.37
C -3.03 0.92 -0.94
C 0.35 2.16 2.53
H -2.35 -1.82 -0.67
H -2.61 3.16 1.08
H -0.51 3.05 -0.69
H -1.52 -4.17 2.88
H 6.05 2.17 -1.62
C -0.63 2.21 1.35
C -0.99 0.79 0.89
C -0.30 -0.34 1.42
C -1.91 0.29 -0.09
C 5.16 -0.71 -2.53
H 0.39 -0.31 2.25
C -4.27 0.99 -0.03
H 0.96 -4.10 2.35
H -2.65 -3.12 2.01
H -2.34 2.43 2.66
C 3.85 0.39 -0.89
C -0.79 -1.53 0.85
H 0.09 -3.93 -0.46
C -1.74 -1.14 -0.11
H 7.15 0.80 -1.59
H 1.62 -2.84 1.31
H 0.42 3.93 0.52
H 1.02 2.41 -0.07
C 5.07 0.26 -1.54
C -3.38 0.00 -2.13
H -1.55 3.94 2.24
H -3.64 2.61 -2.09
Br 0.64 1.23 -3.17
C -0.72 -3.99 0.28
Br 1.37 -2.35 -2.41
H 6.32 1.29 -0.12
H -3.79 -0.95 -1.82
H 1.30 1.69 2.26
H -4.13 0.49 -2.75
C -2.76 2.30 -1.54
C 4.08 -1.53 -2.84
H -1.58 -2.44 3.24
H -4.52 0.00 0.36

Values from the calculation:
HOMO-LUMO gap (spin up / spin down), eV: 8.33 / 8.15
HOMO level (spin up / spin down), eV: -11.64 / -11.68
Multiplicity: 2
Energy relative to the best compared isomer or geometry (same formula, charge and spin), kcal/mol: 0.0
Charge: +1

Entry 5:
The following is a quantum chemistry calculation of a structure of composition C23H35Cl3F12N2O10 in a non-equilibrium geometry, from OMol25.

Geometry (Å):
C 1.62 -5.10 -3.24
Cl 1.54 4.26 6.76
H -1.52 0.82 3.34
O -5.58 -3.05 -2.27
C 2.25 -3.10 3.67
H 1.44 -4.15 -3.72
C -0.92 7.30 -1.90
Cl 1.07 6.14 4.81
F -3.26 -2.16 -1.65
H -7.52 -2.02 -3.87
H 0.06 1.17 2.84
H -0.49 5.57 -0.61
H 3.11 0.27 3.31
H 2.69 0.68 5.00
H 4.40 -1.09 5.15
H -8.20 -3.55 -4.34
O -0.05 0.03 0.39
H -6.54 -3.23 -4.69
H 4.45 2.55 1.20
H -1.93 -0.44 1.18
F -4.72 4.83 -2.26
O 1.81 5.04 1.35
F 1.63 -5.34 3.10
C -2.63 4.14 -1.09
H -0.37 7.63 -2.78
O 1.14 -2.87 4.30
C -4.10 3.78 -1.68
C -4.22 -1.31 -1.25
H 4.03 2.39 -1.18
H -0.52 7.90 -1.09
H -7.57 -3.62 -1.75
N 2.76 3.27 0.28
F 1.95 -2.57 -1.05
H 0.95 -5.75 -3.79
H 2.43 1.64 -1.11
H 2.78 -1.61 5.68
C -1.04 5.77 -1.53
O -0.48 -2.20 0.27
C 1.54 -1.32 -0.79
C 3.39 2.66 1.43
C -5.56 -1.84 -1.66
H 1.63 4.64 -0.66
C 3.86 -4.97 -2.21
O 4.61 -6.67 -4.16
H 2.68 -6.68 -4.83
C 1.62 4.57 5.00
F -4.22 -1.19 0.06
N 3.01 -5.48 -3.23
H 2.66 4.45 4.69
H 4.61 -4.31 -2.64
H 3.16 1.62 1.66
H 3.33 -4.28 -1.54
C 2.97 2.58 -1.02
O -1.81 3.40 -0.47
O 3.41 -2.32 3.93
F 2.06 -3.88 1.49
C 2.38 -4.24 2.72
H 2.63 3.24 -1.81
C 3.45 -6.21 -4.20
O -6.51 -1.14 -1.47
C 3.38 -1.30 4.83
F -4.00 2.89 -2.69
C -7.30 -3.08 -3.92
C -0.75 0.47 2.65
C -6.86 -3.64 -2.57
C 2.64 -0.09 4.23
H -0.41 5.22 -2.23
H -0.52 -0.53 3.02
H -1.97 7.51 -2.10
H 3.27 3.36 2.25
H 1.25 -5.20 -2.22
F 3.69 -4.59 2.56
F 2.47 -0.65 -0.04
F 1.47 -0.72 -1.98
H -6.50 -4.66 -2.68
Cl 0.48 3.29 4.37
H 4.46 -5.74 -1.72
F -4.03 -0.13 -1.79
F -4.94 3.32 -0.77
C -1.16 0.32 1.18
C 0.26 -1.27 0.05
C 2.03 4.36 0.33
H -1.64 1.24 0.85
H 1.61 -0.31 3.98
O -2.30 5.29 -1.63

Values from the calculation:
HOMO-LUMO gap, eV: 9.10
HOMO level, eV: -9.17
Multiplicity: 1

Entry 6:
The following is a quantum chemistry calculation of a structure of composition C23H35ClI2IrN4OS3 in a non-equilibrium geometry, from OMol25.

Geometry (Å):
S -1.65 -3.68 2.04
O 4.13 -0.27 -1.02
H 0.33 -1.68 1.19
C 1.85 2.14 -2.85
C -2.61 -5.23 2.34
H 3.02 -1.09 -3.31
C 2.38 -0.22 -3.50
H 1.34 -0.47 -3.31
H -0.61 -3.14 4.13
H -4.61 -6.02 2.00
C -4.84 -1.74 3.49
N 0.52 -0.38 -0.47
H 0.51 6.76 -1.66
C 3.69 6.12 -0.50
H 1.11 2.38 -0.10
C 3.23 1.77 -0.20
N -1.45 -1.07 0.12
N -2.70 -3.93 -1.86
C -3.93 -5.27 1.59
S -4.79 -3.67 1.49
H -2.06 -1.11 4.75
H 4.70 2.18 -2.58
C 1.32 6.19 -1.24
H 4.87 0.59 -3.37
H 3.62 1.30 0.71
C -1.50 -0.26 -0.98
H -2.60 -4.42 -2.74
H 0.23 4.39 -0.99
H -3.78 -5.54 0.54
H -1.98 -6.06 2.01
H 0.88 1.95 -2.38
Cl 2.77 8.41 -1.52
C 2.99 0.59 -1.17
H -2.31 -3.53 4.35
C 2.10 2.75 0.18
H 2.36 -0.77 0.36
H 2.47 0.01 -4.56
C -0.14 -1.12 0.41
H 4.06 1.90 -4.19
C -1.62 -2.97 3.74
H -2.42 0.01 -1.49
H -1.10 -0.91 3.30
C -2.83 -3.35 -0.88
H 2.15 -1.35 -1.28
H 4.63 6.64 -0.37
C 2.58 6.83 -1.07
N -0.33 0.16 -1.36
H 2.08 2.86 1.27
C 4.20 1.43 -3.21
H 4.06 2.34 -0.61
C -1.92 -1.48 3.74
I -5.17 -0.60 -0.24
C 2.27 4.16 -0.31
H -5.65 -1.17 3.03
Ir -3.03 -2.32 0.82
H 4.94 0.22 -1.22
H -4.84 -1.50 4.55
S -3.35 -1.00 2.73
H 4.34 4.29 0.32
H 2.26 3.07 -2.47
C 2.00 -0.49 -0.63
H -2.73 -5.32 3.42
H -6.06 -3.50 3.50
I -7.17 -0.74 -2.00
H 1.66 2.30 -3.91
C 2.84 0.99 -2.67
C 3.52 4.82 -0.14
C -5.03 -3.23 3.25
H -4.37 -3.85 3.86
C 1.18 4.89 -0.86

Values from the calculation:
HOMO-LUMO gap (spin up / spin down), eV: 5.53 / 5.81
HOMO level (spin up / spin down), eV: -18.52 / -18.80
Multiplicity: 2
Energy relative to the best compared isomer or geometry (same formula, charge and spin), kcal/mol: 0.0
Charge: +4

Molecular weight, respectively: 796.734, 509.520, 442.564, 658.388, 833.872, 961.239 g/mol.